Entry 1:
This record from OMol25 describes a cluster of 9 separate species, C18H52Cl4O18P2 in total in a non-equilibrium geometry. The level of theory is the ωB97M-V functional and the def2-TZVPD basis.

CARTESIAN COORDINATES (ANGSTROEM)
C 2.35673 -1.32687 -6.03720
O -2.38752 -2.36045 5.93944
H 3.32423 4.26116 -2.85924
P 1.66606 5.81960 -1.11815
C -0.52949 5.34704 0.36458
C -2.52437 3.23115 5.18067
C 6.23933 -1.32248 -1.94146
H -2.32096 3.08906 -6.34131
H 7.66373 -0.78608 -3.53295
P -1.28856 -3.51561 5.96595
H 2.81159 2.68650 -2.37067
H 4.94538 -0.37186 -5.56328
C -3.74372 -2.54879 6.23381
H -4.42364 3.11343 7.93341
H -5.00368 -4.97766 -1.63128
C 7.08217 -0.31078 -2.74304
C 3.64982 -6.74615 2.21612
H -7.19835 -4.46804 -2.58512
H 0.02149 -3.86805 8.77248
O -6.32539 -4.62771 -0.16654
H -2.32332 3.45506 7.36010
H -0.68126 -5.45969 8.83022
H -2.93974 1.85292 -5.38990
H -4.89539 -3.29779 -1.10831
O -2.57098 3.59897 -4.29046
H -4.13864 4.17823 4.96466
O -1.49605 -4.19015 7.44611
O -7.23154 -2.50072 -2.09505
Cl 2.53488 -7.72509 1.16617
O 2.66684 6.30714 -0.10048
C -6.49264 -3.65705 -2.40520
O 4.70998 -0.86516 -6.35249
H 0.38226 -5.19534 7.56485
C 2.97362 3.69684 -1.99511
O 5.57549 -2.34721 -2.66330
H 3.73431 3.77241 -1.21809
C -5.58682 -4.11821 -1.30049
H -3.28064 4.13753 -4.64816
C -2.23738 2.68449 -5.33263
O 1.74942 4.23826 -1.55806
H 2.79264 8.21071 -3.04105
H 4.92659 -1.89489 -3.20731
Cl 0.13319 -0.11175 2.11328
O -3.23091 4.33132 4.69230
H -1.08765 -3.50386 3.40702
H 2.63243 -2.35930 -6.25210
H -8.09171 -2.81268 -1.80455
H -5.98772 -3.32862 -3.31365
H -2.72242 1.85216 6.78675
H 1.32702 -1.19539 -6.36961
H 5.49567 -0.74346 -1.39393
H -4.00954 -1.79188 6.97173
H -0.19654 4.32169 0.52548
H 4.66713 -7.10479 2.05946
O -4.34421 3.05450 6.97852
H -0.29043 5.96881 1.22735
H 3.29593 0.59763 -6.38739
H -0.99436 1.99523 -3.19107
C 3.39749 -0.44001 -6.70536
C -1.45193 -4.51919 3.56363
O -1.76960 -4.63430 4.93539
H 1.05442 8.31941 -3.28970
C -2.93987 2.91076 6.64475
O -0.73727 1.44967 -3.93797
O 0.11416 6.03758 -0.74371
H 7.75355 0.20809 -2.05885
H -1.46228 3.40896 5.01198
H 3.13691 -0.46911 -7.76335
O 2.30933 -1.17903 -4.59487
O 6.24135 0.61184 -3.41342
C 1.82656 7.88978 -2.65145
H 3.37545 -6.85221 3.26568
O 0.12747 -3.01738 5.75641
C 0.63151 -0.61566 0.44626
H -3.97898 -3.49772 6.71579
H 1.78973 8.31436 -1.64822
O 1.83880 6.47968 -2.61806
H 6.76374 1.28510 -3.85551
C -0.37383 -4.66822 8.14673
H 0.72903 0.24161 -0.21985
Cl 3.62200 -4.99837 1.85762
Cl -0.61452 -1.68429 -0.45401
H -0.70995 -5.21112 3.16513
H -2.41866 -4.61370 3.06903
H -2.85856 2.33884 4.65134
H -0.35836 1.67299 -5.96419
H 6.82047 -1.80333 -1.15458
H -1.59080 5.32201 0.11738
H -0.10934 3.14717 -4.98766
H 1.61224 -1.08691 0.51091
C -0.73819 2.26904 -5.13440
H -7.08324 -4.05196 -0.04094
H -4.33411 -2.35650 5.33795
H 1.60291 -0.57614 -4.35175

Structure (SMILES) = COP(=O)(OC)OC.COP(=O)(OC)OC.ClCCl.ClCCl.OCCO.OCCO.OCCO.OCCO.OCCO
Charge = 0
Kohn-Sham gap = 10.33 eV
HOMO level = -9.9 eV

Here are the Löwdin charges for atoms 1 to 8, given in e:
1. C -0.22
2. O -0.21
3. H 0.08
4. P 0.49
5. C -0.06
6. C -0.24
7. C -0.24
8. H 0.11

Entry 2:
This record from OMol25 describes a structure of composition C12H20CrN3O6P in a non-equilibrium geometry. The level of theory is the ωB97M-V functional and the def2-TZVPD basis.

CARTESIAN COORDINATES (ANGSTROEM)
O 1.58615 0.47895 1.34802
C 2.77969 -4.24123 -1.98808
O -0.73816 0.50881 -1.57665
Cr 0.10970 -0.18379 0.13443
H 0.72223 3.15770 1.38153
C -0.98391 -1.68681 2.60631
H 3.21440 0.87444 -0.28647
C 0.74881 -5.25436 -1.31161
H 1.16330 -5.02673 -3.86184
P 0.72233 -2.13983 -0.87664
H 1.09766 -3.81919 0.87246
H 3.66836 -3.71266 -1.63762
H -1.86705 -2.14661 3.04963
O -2.38465 -0.97180 0.80883
C 1.79041 -2.09146 -2.41906
N 0.00077 -4.43811 -2.25086
H 1.25420 -1.50243 -3.17210
H -2.64988 1.62147 0.17806
O -1.74787 2.21503 -2.57812
C 1.50536 1.35180 0.42490
N 1.96793 -4.61509 -0.84116
H 0.50970 3.05902 -0.39939
H 1.03047 -6.18335 -1.81760
C 0.51107 2.48612 0.53399
H -1.27504 -3.57635 -0.84372
H -0.72329 -0.79546 3.18007
H -0.14283 -2.37372 2.64283
C -0.57331 -3.26769 -1.62613
H -1.12781 -2.68759 -2.37184
O -0.73425 1.82747 0.77198
H 2.62401 -3.05946 0.37813
C -1.39307 1.59453 -1.59649
C 1.68273 -3.48232 0.00978
H 3.08621 -5.15959 -2.49764
H 2.73631 -1.58493 -2.19635
H 0.31932 -3.47165 -4.07130
H -1.93053 3.22330 -0.20431
C -1.75259 2.14404 -0.17044
C 0.86636 -4.09740 -3.36557
H 0.11513 -5.48968 -0.45467
C -1.26460 -1.20695 1.20132
O 2.55256 1.56355 -0.43640
N 2.07521 -3.40774 -2.94701

Spin multiplicity = 5
Charge = 0
Kohn-Sham gap (spin up / spin down) = 7.32 / 7.45 eV
HOMO level (spin up / spin down) = -7.2 / -8.0 eV

Here are the Löwdin charges for atoms 1 to 8, given in e:
1. O -0.05
2. C -0.19
3. O -0.11
4. Cr 0.60
5. H 0.16
6. C -0.06
7. H 0.12
8. C -0.19

Entry 3:
This record from OMol25 describes a structure of composition C47H39BLaN6O2S in a non-equilibrium geometry. The level of theory is the ωB97M-V functional and the def2-TZVPD basis.

CARTESIAN COORDINATES (ANGSTROEM)
H -5.58315 -4.43335 2.62058
H -4.92512 2.97513 -0.87390
N 1.11004 1.60068 -1.41447
C 0.65038 -0.53788 3.54907
H -6.86782 -1.19262 0.61514
O -1.33170 -2.04772 -0.94848
H 1.02544 3.69355 4.26620
C -4.02993 -4.92716 1.23490
C 3.05791 -1.19433 0.57822
H 3.34673 3.21989 -3.15699
C -3.10450 -2.30978 1.69826
C 1.54710 -3.60159 -3.31440
S -2.54670 -0.69747 1.97455
C 0.41596 3.93645 2.17677
H -2.19517 5.48688 -1.35645
C -4.24701 -2.79609 2.34319
C 2.62626 -0.28196 -3.78267
C -5.99401 -1.10121 -0.01436
C -2.85759 5.05723 -0.60596
C 4.18938 -2.02504 0.64192
C -4.10638 0.17779 -0.78374
C 1.36509 -2.60580 -2.39393
H 0.61604 5.89935 2.93487
C 3.59676 -4.23447 -2.25586
H 5.23733 -3.67824 -0.21804
C -5.23932 0.05287 0.01859
C 3.42446 -3.22581 -1.28548
H -5.50435 0.86237 0.68357
C -2.89569 -4.46710 0.58202
C -3.89146 2.71181 -0.76062
C 0.90475 -1.57791 4.42120
C 1.43335 -1.32716 5.67599
C 1.69792 -0.02006 6.05043
C 4.70273 -1.48300 -3.67172
C 4.20544 0.20204 -2.04109
H -4.38310 -5.93511 1.06725
H -2.91505 -0.75144 -2.30411
C 0.65746 1.89386 2.99678
H 3.21751 -1.79376 -5.17487
H 0.49213 -1.96403 -2.46659
N -2.01761 1.50649 -0.58473
H 1.63647 -2.13928 6.36106
H -2.35032 -5.10031 -0.10559
H 0.82687 -3.75564 -4.10754
C -2.81858 3.56784 -0.63631
C -3.34102 1.42378 -0.72198
N -1.70164 2.81334 -0.52169
C 2.18278 1.59468 -2.20052
H -0.61418 5.74304 1.67361
H 0.21358 -0.75397 2.58116
C 1.52116 5.18592 -1.92683
H 2.82410 -5.20278 -3.98587
B -0.30268 3.36707 -0.22144
H 2.26087 5.57504 -2.62376
H -6.20308 -3.06108 -0.85221
H 2.09969 0.19200 7.03328
C 2.67916 -4.42467 -3.24794
H 0.67942 -2.58638 4.11123
H 5.37323 -2.23168 -4.07095
H 1.72598 5.59519 -0.93912
C 0.92032 0.78242 3.90463
H 2.98241 -0.40816 1.33096
C 2.28004 -2.38107 -1.33950
C 2.06943 -1.32505 -0.38777
H 1.66875 2.03125 5.49622
H 4.48511 0.77601 -1.17013
H 1.09254 5.73083 1.23934
C 2.52872 2.90772 -2.53934
H -3.87472 5.39614 -0.79400
H -2.55422 5.42268 0.37354
C 3.49076 -1.23651 -4.29089
C 0.75666 3.25781 3.32532
H -4.22270 -2.83655 -2.29851
C -4.51466 -2.01956 -1.65696
C 1.60022 3.70036 -1.90132
C -2.44586 -3.18670 0.81264
N 0.76189 2.88750 -1.22473
H -4.76470 -2.14238 3.03359
H 1.67997 -0.09100 -4.26885
C 0.37294 5.41400 1.99263
H 4.91993 -1.86282 1.42430
C -4.69598 -4.07910 2.11046
La -0.16860 -0.31109 0.03297
O -0.23025 -2.43216 0.91737
H 0.53120 5.51841 -2.23429
C 2.97651 0.44360 -2.65316
C 1.44792 1.02272 5.17784
H -0.36939 4.54047 -0.31629
C 5.05607 -0.76394 -2.54281
H 4.48056 -4.85896 -2.19451
C -5.62624 -2.14748 -0.84281
H 6.00213 -0.95209 -2.05750
C -3.76315 -0.85861 -1.64296
C 4.37324 -3.02757 -0.26570
N 0.28336 1.77713 1.71507
C -1.24295 -2.57668 0.19076
N 0.13646 3.01997 1.22478

Charge = -1
Kohn-Sham gap = 6.24 eV
HOMO level = -4.0 eV
Energy relative to the best compared isomer or geometry (same formula, charge and spin) = 1.586 eV

Here are the Löwdin charges for atoms 1 to 8, given in e:
1. H 0.09
2. H 0.11
3. N 0.03
4. C -0.05
5. H 0.10
6. O -0.17
7. H 0.10
8. C -0.12

Results for E_tot: -4594.81781; -2470.73948; -2748.38696 (in a.u., following the order of the records).